Density functional theory data (ωB97M-V with the def2-TZVPD basis set) for C36H39N5O8Se2Sr as an isolated structure in a non-equilibrium geometry.

## Properties
relative energy (zero: lowest compared OMol25 entry of this formula, charge and spin) = 25.5 kcal per mole
E_HOMO = -0.9 eV
orbital gap = 3.71 eV
net charge = -2

The geometry in XYZ format:
```
91
Properties=species:S:1:pos:R:3:forces:R:3
Sr -0.816 0.580 -1.294 1.003 -0.499 2.065
C 2.371 1.084 1.091 -0.143 -0.205 -0.049
C 2.092 -0.202 1.643 0.137 0.152 -0.121
C 2.468 -1.159 0.638 0.030 0.098 -0.037
C 2.978 -0.422 -0.467 -0.198 0.116 0.307
C 2.915 0.948 -0.196 0.099 0.144 -0.008
C 3.539 2.070 -1.002 -0.064 0.002 -0.078
C 4.912 2.425 -0.405 0.004 0.002 0.007
C 2.663 3.327 -0.969 -0.005 0.044 0.002
C 3.744 1.657 -2.461 0.029 -0.020 -0.035
C 2.514 -2.692 0.551 -0.043 0.016 0.023
C 2.461 -3.121 -0.925 0.087 -0.072 -0.115
C 1.357 -3.441 1.220 -0.151 0.082 -0.024
C 3.847 -3.227 1.111 -0.016 0.021 0.011
C 1.586 -0.289 3.092 0.058 -0.051 0.010
C 0.097 -0.649 3.214 0.010 0.009 0.033
C 2.434 -1.230 3.965 -0.008 0.030 -0.045
C 1.724 1.082 3.773 0.005 0.123 0.073
H 2.268 2.024 1.616 0.060 -0.006 -0.069
H 3.317 -0.849 -1.398 -0.029 0.092 0.030
H 4.807 2.744 0.634 -0.016 0.009 0.009
H 5.394 3.232 -0.973 0.007 0.002 0.000
H 5.566 1.550 -0.418 -0.004 -0.010 -0.011
H 2.531 3.678 0.058 -0.016 0.004 0.020
H 1.678 3.139 -1.398 0.018 -0.029 -0.016
H 3.129 4.139 -1.542 0.019 -0.008 0.013
H 4.428 0.808 -2.525 0.009 -0.004 -0.007
H 4.181 2.486 -3.030 0.003 0.004 -0.002
H 2.803 1.364 -2.927 0.007 0.026 0.038
H 1.600 -2.685 -1.430 -0.023 0.003 0.032
H 2.394 -4.212 -0.991 0.019 -0.008 -0.003
H 3.356 -2.807 -1.464 -0.035 -0.078 0.002
H 0.390 -3.062 0.885 0.060 0.028 -0.013
H 1.372 -3.377 2.302 0.024 0.110 0.266
H 1.414 -4.506 0.964 -0.011 0.023 0.024
H 4.680 -2.771 0.572 -0.009 0.005 -0.007
H 3.912 -4.317 1.001 -0.008 -0.009 -0.008
H 3.967 -2.983 2.166 -0.043 0.036 0.104
H -0.145 -1.635 2.841 0.049 -0.274 -0.151
H -0.515 0.040 2.628 0.054 -0.001 0.018
H -0.225 -0.593 4.263 0.004 -0.009 -0.005
H 2.353 -2.271 3.675 -0.057 -0.187 -0.148
H 2.122 -1.158 5.015 0.001 -0.006 -0.005
H 3.490 -0.954 3.897 -0.021 0.034 -0.001
H 1.108 1.839 3.285 -0.009 -0.036 0.048
H 2.758 1.434 3.757 -0.006 -0.014 0.018
H 1.392 1.006 4.814 0.003 -0.009 0.023
O 0.608 -0.486 -5.108 -0.085 -0.056 0.001
C 0.439 -0.626 -3.883 -0.121 -0.118 0.029
O 0.823 0.154 -2.978 0.315 -0.111 -0.549
C -0.415 -1.807 -3.378 0.072 -0.159 -0.157
C -0.886 -2.837 -4.179 0.076 0.075 0.039
C -1.704 -3.794 -3.591 -0.005 -0.066 -0.094
C -2.054 -3.693 -2.252 0.031 0.034 0.170
C -1.559 -2.618 -1.520 -0.005 -0.162 -0.111
N -0.750 -1.736 -2.092 -0.108 -0.325 -0.243
C -1.936 -2.330 -0.043 0.135 -0.034 -0.022
O -2.614 -3.191 0.533 -0.066 0.023 -0.120
O -1.501 -1.232 0.395 -0.270 -0.173 -0.073
H 0.336 1.436 -4.864 -0.057 0.164 0.078
H -0.613 -2.856 -5.225 -0.015 -0.015 0.002
H -2.081 -4.619 -4.186 -0.002 0.007 0.005
H -2.697 -4.408 -1.758 -0.002 0.004 -0.006
Se -7.503 2.334 3.362 0.122 -0.053 -0.072
N -7.265 1.424 1.835 -0.074 0.020 0.017
C -5.999 1.486 1.542 0.178 0.074 0.046
C -5.405 0.861 0.361 -0.059 0.048 0.123
C -6.165 0.104 -0.527 0.114 -0.023 -0.080
C -5.537 -0.475 -1.606 0.002 -0.126 -0.005
C -4.167 -0.279 -1.771 -0.052 0.229 0.060
N -3.445 0.454 -0.939 -0.226 0.091 -0.008
C -4.036 1.010 0.119 0.085 0.121 0.333
C -3.178 1.780 1.072 -0.246 -0.171 -0.099
N -1.876 1.871 0.797 -0.109 0.055 -0.024
C -1.078 2.514 1.632 -0.034 0.035 0.081
C -1.540 3.113 2.807 0.028 -0.021 -0.048
C -2.881 3.036 3.101 0.109 -0.021 -0.083
C -3.725 2.358 2.221 -0.120 -0.034 0.016
C -5.159 2.231 2.474 -0.015 -0.102 -0.153
N -5.765 2.754 3.500 -0.040 0.037 0.026
H -7.225 -0.020 -0.349 -0.004 0.007 0.009
H -6.081 -1.084 -2.315 -0.006 0.007 0.002
H -3.634 -0.705 -2.614 -0.005 0.028 -0.027
H -0.024 2.527 1.368 -0.011 0.019 0.000
H -0.840 3.609 3.464 -0.012 0.004 0.010
H -3.294 3.478 3.998 -0.017 -0.004 0.002
O -2.251 3.618 -4.143 0.345 -0.247 0.059
Se -1.248 2.470 -3.622 -0.709 0.070 0.161
O -0.566 2.807 -2.153 -0.365 0.422 -1.194
O -1.915 0.955 -3.531 0.187 0.990 -0.147
O -0.006 2.372 -4.808 0.157 -0.222 -0.172
```
Positions in Å, forces in eV/Å.

Mulliken atomic charge list, values in e, 4 entries: Sr 1.066; C -0.414; C -0.590; C 0.271